Entry 1:
DFT (wB97M-V/def2-TZVPD) results for 7 unconnected molecules or ions with the total composition C44H80BN5O22S9 in a non-equilibrium geometry.

net charge: 0
frontier orbital gap: 6.56 eV
multiplicity: 1
energy: -197600.3811 eV
SMILES: O=C(O)CCCc1c(CCCSC(=S)n2ccnc2)c(CB(O)O)c(CCCCn2cccc2)c2nsnc12.CCOS(C)(=O)=O.CCOS(C)(=O)=O.CCOS(C)(=O)=O.CCOS(C)(=O)=O.CCOS(C)(=O)=O.CCOS(C)(=O)=O

Last column: Mulliken charge in e.
Cartesian coordinates (Å):
1 O 5.148 -4.315 3.245  -0.579
2 C 4.613 -4.085 2.120  0.548
3 O 5.525 -3.632 1.097  -0.476
4 C 3.034 -4.321 1.831  -0.560
5 C 2.323 -2.908 1.413  0.434
6 C 0.886 -3.264 0.790  -1.137
7 C -0.069 -2.010 0.529  0.165
8 C 0.174 -0.856 -0.470  0.767
9 C 1.517 -0.802 -1.345  -1.080
10 C 2.715 -0.086 -0.532  -0.368
11 C 2.596 1.531 -0.484  0.173
12 S 3.592 2.059 1.033  -0.106
13 C 5.385 2.122 0.609  -0.210
14 S 6.499 1.365 1.633  -0.105
15 N 5.784 2.869 -0.605  0.287
16 C 5.741 2.114 -1.838  -0.195
17 C 6.252 3.230 -2.818  -0.349
18 N 6.477 4.471 -2.060  -0.653
19 C 6.195 4.257 -0.662  -0.030
20 C -0.895 0.319 -0.666  0.485
21 C -0.721 1.516 -1.719  -0.459
22 B -1.401 0.986 -3.130  0.594
23 O -2.376 -0.091 -3.191  -0.561
24 O -1.011 1.561 -4.428  -0.611
25 C -2.213 0.359 0.192  0.579
26 C -3.311 1.522 0.089  -0.824
27 C -3.433 2.293 1.497  -0.556
28 C -2.869 3.823 1.436  -0.664
29 C -1.320 3.934 1.847  -0.546
30 N -0.439 4.560 0.820  0.394
31 C 0.998 4.813 1.031  -0.587
32 C 1.649 5.438 -0.256  -0.371
33 C 0.505 5.616 -1.325  -0.813
34 C -0.694 5.043 -0.519  -0.099
35 C -2.477 -0.782 1.243  0.255
36 N -3.635 -0.861 2.122  -0.345
37 S -3.409 -2.323 3.011  0.109
38 N -1.902 -2.866 2.368  -0.656
39 C -1.407 -1.943 1.377  0.327
40 H 5.062 -3.033 0.467  0.339
41 H 2.992 -4.982 0.883  0.254
42 H 2.504 -4.845 2.697  0.399
43 H 2.968 -2.514 0.533  -0.438
44 H 2.303 -2.185 2.296  0.313
45 H 0.963 -3.870 -0.177  0.416
46 H 0.359 -3.955 1.558  0.343
47 H 1.309 -0.310 -2.372  0.274
48 H 1.774 -1.906 -1.597  0.464
49 H 3.740 -0.391 -0.984  0.025
50 H 2.774 -0.421 0.576  0.245
51 H 2.976 2.023 -1.441  0.332
52 H 1.509 1.791 -0.217  -0.230
53 H 5.443 1.033 -2.024  0.356
54 H 6.376 3.034 -3.932  0.414
55 H 6.253 4.954 0.234  0.344
56 H 0.377 1.740 -1.993  -0.171
57 H -1.167 2.516 -1.369  -0.361
58 H -1.921 -0.813 -3.702  0.268
59 H -0.310 0.942 -4.765  0.298
60 H -4.334 1.032 -0.149  0.433
61 H -3.124 2.275 -0.749  0.244
62 H -4.562 2.389 1.734  0.156
63 H -2.953 1.759 2.386  0.375
64 H -3.138 4.355 0.457  0.380
65 H -3.464 4.382 2.262  0.274
66 H -1.175 4.524 2.833  0.380
67 H -0.887 2.881 2.072  0.294
68 H 1.595 4.582 1.992  0.369
69 H 2.732 5.733 -0.439  0.331
70 H 0.545 6.048 -2.387  0.333
71 H -1.732 5.036 -1.016  0.302
72 C 5.213 -2.137 -7.328  -0.953
73 C 5.945 -1.037 -8.075  -0.398
74 O 5.298 0.228 -7.923  -0.216
75 S 5.433 0.997 -6.505  1.133
76 C 4.754 2.548 -7.021  -0.811
77 O 6.830 1.179 -6.203  -0.652
78 O 4.520 0.397 -5.564  -0.593
79 H 5.247 -1.974 -6.249  0.280
80 H 5.664 -3.111 -7.534  0.382
81 H 4.159 -2.164 -7.617  0.252
82 H 6.990 -0.973 -7.760  0.347
83 H 5.943 -1.268 -9.143  0.275
84 H 5.415 2.999 -7.759  0.259
85 H 4.682 3.187 -6.140  0.427
86 H 3.761 2.378 -7.436  0.341
87 C 5.291 -8.101 -0.899  -1.132
88 C 5.884 -6.705 -0.832  -0.106
89 O 6.658 -6.403 -1.995  -0.301
90 S 5.878 -6.088 -3.377  1.216
91 C 7.274 -5.495 -4.293  -0.917
92 O 4.966 -4.995 -3.161  -0.590
93 O 5.453 -7.332 -3.964  -0.628
94 H 4.560 -8.182 -1.707  0.296
95 H 4.784 -8.351 0.036  0.414
96 H 6.070 -8.842 -1.092  0.301
97 H 5.106 -5.951 -0.684  0.184
98 H 6.559 -6.646 0.025  0.285
99 H 7.630 -4.571 -3.840  0.314
100 H 6.943 -5.310 -5.315  0.330
101 H 8.051 -6.259 -4.287  0.337
102 C -6.977 -1.220 2.218  -1.173
103 C -6.642 -0.814 3.641  -0.020
104 O -7.806 -0.400 4.357  -0.173
105 S -8.859 -1.532 4.846  1.201
106 C -9.838 -0.493 5.896  -0.958
107 O -8.167 -2.496 5.664  -0.592
108 O -9.672 -1.922 3.724  -0.633
109 H -7.608 -2.111 2.198  0.380
110 H -6.068 -1.441 1.655  0.290
111 H -7.526 -0.423 1.709  0.316
112 H -6.131 -1.622 4.174  0.376
113 H -5.960 0.039 3.618  0.050
114 H -9.228 -0.159 6.734  0.250
115 H -10.679 -1.086 6.256  0.394
116 H -10.203 0.353 5.315  0.354
117 C -7.135 -4.043 8.960  -1.130
118 C -8.431 -3.267 9.093  -0.075
119 O -9.382 -3.961 9.904  -0.273
120 S -9.148 -3.995 11.506  1.213
121 C -10.728 -4.662 11.950  -0.931
122 O -9.059 -2.644 11.994  -0.635
123 O -8.144 -4.983 11.807  -0.604
124 H -6.622 -4.126 9.921  0.412
125 H -6.457 -3.548 8.261  0.353
126 H -7.328 -5.060 8.609  0.295
127 H -8.252 -2.261 9.486  0.308
128 H -8.880 -3.151 8.103  0.068
129 H -11.503 -3.940 11.696  0.313
130 H -10.719 -4.842 13.025  0.371
131 H -10.877 -5.601 11.418  0.312
132 C 5.008 3.155 -13.492  -1.001
133 C 6.200 2.950 -12.576  -0.243
134 O 6.606 4.171 -11.953  -0.293
135 S 5.692 4.766 -10.757  1.090
136 C 6.822 6.015 -10.208  -0.987
137 O 5.565 3.769 -9.725  -0.543
138 O 4.545 5.421 -11.330  -0.596
139 H 4.120 3.446 -12.927  0.298
140 H 4.773 2.234 -14.032  0.384
141 H 5.208 3.950 -14.214  0.265
142 H 5.993 2.186 -11.821  0.250
143 H 7.049 2.598 -13.167  0.278
144 H 7.712 5.537 -9.803  0.321
145 H 6.321 6.596 -9.434  0.374
146 H 7.073 6.659 -11.051  0.349
147 C -5.596 0.880 6.853  -0.476
148 C -6.187 2.158 7.418  -0.433
149 O -5.195 3.173 7.582  -0.278
150 S -4.636 3.925 6.262  1.296
151 C -3.751 5.214 7.095  -1.006
152 O -5.744 4.506 5.550  -0.679
153 O -3.676 3.069 5.612  -0.559
154 H -5.228 1.030 5.836  0.019
155 H -6.346 0.086 6.824  0.198
156 H -4.748 0.548 7.457  0.295
157 H -7.009 2.523 6.794  0.300
158 H -6.601 1.953 8.408  0.284
159 H -4.460 5.851 7.621  0.337
160 H -3.218 5.790 6.338  0.371
161 H -3.040 4.764 7.787  0.316



Entry 2:
DFT (wB97M-V/def2-TZVPD) results for a molecular structure, CHBiF3O in a non-equilibrium geometry.

⟨S²⟩: 0.7524
net charge: +2
frontier orbital gap (spin up / spin down): 5.79 / 8.54 eV
multiplicity: 2
relative energy (zero: lowest compared OMol25 entry of this formula, charge and spin): 11.5 kcal per mole
energy: -17067.1123 eV

Last column: Mulliken charge in e.
Cartesian coordinates (Å):
1 O 0.679 1.713 -0.262  -0.450
2 Bi 1.914 3.113 -0.214  1.788
3 H 0.284 0.575 -0.054  0.360
4 C -0.555 -1.036 0.091  0.593
5 F -1.559 -1.167 -0.766  -0.097
6 F 0.288 -2.038 -0.112  -0.097
7 F -1.050 -1.160 1.317  -0.096



Entry 3:
DFT (wB97M-V/def2-TZVPD) results for 4 unconnected molecules or ions with the total composition C24H53O19P5 in a non-equilibrium geometry.

net charge: 0
frontier orbital gap: 8.41 eV
multiplicity: 1
energy: -111093.9672 eV
SMILES: COCCCCCCCCCCC1=C(PP(=O)(O)O)C(=O)OC1=O.COP(=O)(OC)OC.COP(=O)(OC)OC.COP(=O)(OC)OC

Last column: Mulliken charge in e.
Cartesian coordinates (Å):
1 C 8.511 -2.481 1.122  -0.707
2 O 7.797 -2.277 -0.075  -0.370
3 C 8.404 -1.329 -0.933  -0.814
4 C 7.549 -0.051 -1.056  -0.086
5 C 6.646 -0.047 -2.313  -0.654
6 C 6.268 1.418 -2.657  -0.965
7 C 4.756 1.699 -2.779  -1.118
8 C 3.891 1.109 -1.643  0.065
9 C 3.543 2.115 -0.523  -0.441
10 C 2.242 1.635 0.176  -0.641
11 C 1.031 2.008 -0.685  -0.853
12 C -0.300 1.359 -0.259  -0.775
13 C -0.426 -0.118 -0.489  0.500
14 C -1.566 -0.799 -0.637  0.565
15 P -3.232 -0.075 -0.644  -0.302
16 P -4.629 -1.730 -0.876  1.015
17 O -4.403 -2.688 0.201  -0.606
18 O -4.588 -2.389 -2.322  -0.396
19 O -6.095 -1.074 -0.763  -0.505
20 C -1.235 -2.278 -0.794  0.142
21 O -1.821 -3.163 -1.332  -0.532
22 O -0.026 -2.365 -0.111  -0.300
23 C 0.628 -1.222 -0.616  0.066
24 O 1.718 -1.248 -1.082  -0.444
25 H 7.804 -2.753 1.910  0.254
26 H 9.052 -1.596 1.474  0.297
27 H 9.233 -3.303 1.020  0.286
28 H 8.556 -1.719 -1.946  0.370
29 H 9.393 -1.032 -0.567  0.403
30 H 7.004 0.197 -0.142  -0.052
31 H 8.259 0.773 -1.216  0.405
32 H 5.786 -0.711 -2.215  0.369
33 H 7.261 -0.452 -3.122  0.517
34 H 6.699 1.621 -3.646  0.372
35 H 6.755 2.125 -1.982  0.394
36 H 4.620 2.785 -2.755  0.320
37 H 4.387 1.336 -3.740  0.414
38 H 2.958 0.773 -2.104  0.103
39 H 4.314 0.227 -1.159  0.337
40 H 3.408 3.141 -0.871  0.548
41 H 4.362 2.056 0.201  -0.299
42 H 2.173 2.111 1.161  0.445
43 H 2.344 0.564 0.363  0.268
44 H 0.893 3.088 -0.553  0.385
45 H 1.212 1.883 -1.755  0.385
46 H -1.100 1.873 -0.801  0.436
47 H -0.468 1.577 0.801  0.324
48 H -3.303 0.624 -1.879  0.110
49 H -3.732 -2.819 -2.472  0.381
50 H -5.980 -0.147 -0.503  0.342
51 C -5.418 -0.789 2.516  -0.688
52 O -6.026 -0.243 3.696  -0.379
53 P -7.247 0.852 3.464  1.122
54 O -6.612 1.773 2.462  -0.636
55 O -7.112 1.359 4.997  -0.346
56 C -5.908 2.008 5.398  -0.616
57 O -8.825 1.315 3.359  -0.445
58 C -9.157 2.616 3.827  -0.543
59 H -4.933 -1.728 2.772  0.314
60 H -6.161 -0.975 1.746  0.255
61 H -4.665 -0.094 2.147  0.401
62 H -5.388 2.455 4.550  0.329
63 H -5.253 1.293 5.895  0.234
64 H -6.173 2.794 6.103  0.247
65 H -8.410 3.350 3.522  0.290
66 H -9.263 2.617 4.911  0.234
67 H -10.115 2.878 3.382  0.249
68 C -6.905 -4.507 -2.280  -0.719
69 O -8.236 -4.353 -2.801  -0.335
70 P -8.618 -5.183 -4.183  1.086
71 O -7.456 -4.825 -5.060  -0.623
72 O -9.918 -4.241 -4.409  -0.348
73 C -9.716 -2.856 -4.678  -0.610
74 O -9.276 -6.438 -5.027  -0.443
75 C -9.868 -6.140 -6.284  -0.539
76 H -6.919 -4.238 -1.225  0.226
77 H -6.561 -5.535 -2.377  0.349
78 H -6.232 -3.840 -2.804  0.380
79 H -8.731 -2.666 -5.105  0.334
80 H -9.834 -2.281 -3.759  0.230
81 H -10.477 -2.542 -5.392  0.247
82 H -9.262 -5.434 -6.851  0.294
83 H -10.875 -5.747 -6.149  0.228
84 H -9.932 -7.078 -6.835  0.248
85 C 8.880 5.676 2.284  -0.680
86 O 8.925 4.365 2.862  -0.359
87 P 7.552 3.436 2.758  1.001
88 O 6.519 4.402 3.253  -0.644
89 O 8.103 2.450 3.919  -0.301
90 C 8.272 2.972 5.235  -0.685
91 O 6.600 2.265 2.098  -0.172
92 C 5.785 1.489 2.964  -0.633
93 H 9.904 5.992 2.091  0.249
94 H 8.326 5.680 1.348  0.315
95 H 8.421 6.368 2.988  0.264
96 H 7.634 3.839 5.411  0.345
97 H 9.315 3.245 5.392  0.240
98 H 8.002 2.187 5.940  0.246
99 H 5.309 2.098 3.733  0.359
100 H 6.373 0.697 3.428  0.273
101 H 5.009 1.029 2.352  0.197